(1)
Entry from the OMol25 dataset: a structure of composition C23H49N2OP3PbS at a distorted geometry (ωB97M-V with the def2-TZVPD basis set).

The total charge is +4. Its total energy is -73583.550 eV. The value obtained for the HOMO energy (spin up / spin down) is -18.8 / -18.8 eV. For the HOMO-LUMO gap (spin up / spin down), the calculation gives 4.7 / 5.4 eV. Its spin multiplicity is 1. The value obtained for the energy above the lowest of the compared OMol25 structures with the same formula, charge and spin is 0.0 kJ/mol. For the LUMO energy (spin up / spin down), the calculation gives -14.1 / -13.4 eV.

CARTESIAN COORDINATES (ANGSTROEM)
Pb (-0.2457, 0.3503, 0.2022)
P (2.1332, 1.6097, 1.3016)
P (-1.8516, 2.5033, 0.5840)
P (0.8600, 1.5362, -2.0477)
H (-0.4262, -3.1534, -0.9868)
C (0.4422, -2.8900, -1.6131)
C (1.6402, -2.8180, -1.0294)
H (1.7030, -3.0465, 0.0398)
C (2.5565, 1.2230, 3.0429)
C (2.1400, 3.4422, 1.3858)
C (3.7634, 1.2736, 0.5210)
C (-3.4507, 1.8907, -0.0715)
C (-2.2229, 2.9735, 2.2974)
C (-1.5733, 4.0879, -0.2810)
C (2.0326, 0.4037, -2.8704)
C (1.5746, 3.1943, -2.2581)
C (-0.6337, 1.5603, -3.0935)
H (0.2549, -2.7970, -2.6957)
H (2.5853, -2.6372, -1.5559)
H (2.8239, 0.1627, 3.1406)
H (1.7048, 1.4524, 3.6920)
H (3.4076, 1.8327, 3.3808)
H (1.2751, 3.7789, 1.9776)
H (2.0923, 3.8863, 0.3817)
H (3.0614, 3.7732, 1.8812)
H (3.9565, 0.1917, 0.5687)
H (4.5577, 1.8011, 1.0701)
H (3.7807, 1.6030, -0.5265)
H (-4.2100, 2.6732, 0.0750)
H (-3.7613, 0.9772, 0.4680)
H (-3.3772, 1.6605, -1.1478)
H (-3.1828, 3.5000, 2.3355)
H (-1.4325, 3.6394, 2.6744)
H (-2.3070, 2.0900, 2.9406)
H (-2.4534, 4.7242, -0.1011)
H (-1.4486, 3.9454, -1.3667)
H (-0.6770, 4.5785, 0.1334)
H (2.1125, 0.6449, -3.9419)
H (1.7112, -0.6402, -2.7600)
H (3.0235, 0.5105, -2.4097)
H (1.6639, 3.3947, -3.3338)
H (2.5723, 3.2437, -1.8005)
H (0.9289, 3.9573, -1.7966)
H (-0.3608, 1.8980, -4.1043)
H (-1.4097, 2.2205, -2.6868)
H (-1.0617, 0.5476, -3.1537)
C (-0.3802, -2.4216, -6.2102)
C (-1.4999, -2.5181, -7.0734)
C (-1.7535, -3.7169, -7.7536)
C (-0.8697, -4.8078, -7.6447)
C (0.3069, -4.6681, -6.8848)
C (0.5695, -3.4702, -6.2010)
S (-0.0405, -1.0000, -5.2329)
H (-1.0948, -0.9468, -4.3287)
H (-2.1482, -1.6372, -7.1846)
H (-2.6571, -3.8043, -8.3619)
H (-1.0985, -5.7577, -8.1444)
H (1.0157, -5.4952, -6.8082)
H (1.5029, -3.3389, -5.6431)
C (-2.9061, -0.5667, 3.4319)
N (-1.7545, -0.7915, 4.2852)
C (-1.8439, -0.3866, 5.6786)
C (-1.1360, -1.3855, 6.5311)
C (0.2236, -1.7971, 6.0310)
N (0.3565, -1.7260, 4.5916)
C (1.5845, -2.2840, 4.0605)
C (-0.5829, -1.2283, 3.7400)
O (-0.3477, -1.1831, 2.4880)
H (-2.6074, -0.1254, 2.4723)
H (-3.5868, 0.1381, 3.9419)
H (-3.4655, -1.5127, 3.2509)
H (-1.4964, 0.6554, 5.8008)
H (-2.9115, -0.3851, 5.9222)
H (-1.7368, -2.2810, 6.5852)
H (-1.0653, -1.0021, 7.5535)
H (0.4119, -2.8282, 6.3856)
H (1.0151, -1.1732, 6.4856)
H (2.4540, -1.8952, 4.6058)
H (1.5989, -3.3777, 4.1657)
H (1.6713, -2.0351, 3.0032)


(2)
Entry from the OMol25 dataset: a structure of composition C4H20BCrIO4 at a distorted geometry (ωB97M-V with the def2-TZVPD basis set).

The total charge is +2. Its total energy is -49839.770 eV. The value obtained for the HOMO energy (spin up / spin down) is -18.0 / -18.1 eV. For the HOMO-LUMO gap (spin up / spin down), the calculation gives 8.5 / 6.8 eV. Its spin multiplicity is 5. For the LUMO energy (spin up / spin down), the calculation gives -9.6 / -11.3 eV.

CARTESIAN COORDINATES (ANGSTROEM)
Cr (5.6098, 26.1533, -1.8877)
B (7.0670, 26.5065, -0.3552)
H (6.1137, 26.4375, 0.1455)
H (7.0315, 27.3259, -1.0564)
H (7.8844, 26.6027, 0.3426)
H (7.1672, 25.6124, -0.9508)
I (4.2599, 24.0403, -0.6311)
C (6.5576, 23.6049, -3.9105)
O (6.8468, 24.7626, -3.1007)
H (7.2755, 22.8501, -3.5898)
H (5.5341, 23.2549, -3.7758)
H (6.7606, 23.8854, -4.9440)
H (7.7903, 24.9159, -3.1896)
C (7.8913, 27.8312, -3.4744)
O (6.4809, 27.5576, -3.2300)
H (8.1842, 27.5455, -4.4847)
H (8.1635, 28.8458, -3.1838)
H (8.5125, 27.2999, -2.7533)
H (6.0523, 28.2428, -3.7480)
C (5.1206, 29.0100, -0.8672)
O (4.5676, 27.7687, -1.1315)
H (5.9429, 29.3286, -1.5079)
H (4.3516, 29.7802, -0.9260)
H (5.5311, 29.0860, 0.1397)
H (3.8194, 27.7868, -0.5302)
C (2.8699, 26.5024, -3.5586)
O (4.2469, 26.1379, -3.4309)
H (2.2822, 25.6872, -3.1364)
H (2.5570, 27.4360, -3.0909)
H (2.7359, 26.5679, -4.6383)
H (4.4293, 26.1301, -4.3734)


(3)
Entry from the OMol25 dataset: a cluster of 2 separate species, C2H5F3N in total at a distorted geometry (ωB97M-V with the def2-TZVPD basis set).

The total charge is +1. Its total energy is -11780.876 eV. The value obtained for the HOMO energy (spin up / spin down) is -15.6 / -14.6 eV. For the HOMO-LUMO gap (spin up / spin down), the calculation gives 5.8 / 3.1 eV. Its spin multiplicity is 1. The value obtained for the energy above the lowest of the compared OMol25 structures with the same formula, charge and spin is 180.2 kJ/mol. For the LUMO energy (spin up / spin down), the calculation gives -9.8 / -11.5 eV.

CARTESIAN COORDINATES (ANGSTROEM)
C (0.3921, -0.0272, -0.3173)
C (-0.8939, -0.5951, -0.0353)
N (-2.9584, 0.5591, 2.9253)
F (-3.3515, -0.6915, 2.8157)
F (-1.3826, -0.4852, 1.2283)
F (-3.8268, 1.2617, 2.2206)
H (0.6434, 0.8382, 0.3838)
H (1.2386, -0.5962, 0.0659)
H (0.6270, 0.2095, -1.4771)
H (-0.7029, -1.6649, -0.1090)
H (-1.7310, -0.4694, -0.6663)